# C2H3BrO2

One molecule with the formula C2H3BrO2 at a distorted geometry (the ωB97M-V functional and the def2-TZVPD basis, OMol25).

For the total energy, the calculation gives -2802.35486 Ha. The SMILES is BrCC1OO1. For the relative energy (zero: lowest compared OMol25 entry of this formula, charge and spin), the calculation gives 416.6 kJ/mol. The charge is 0. The HOMO energy comes out at -10.719 eV.

Each line ends with the Löwdin charge.
Cartesian coordinates (Å):
C (0.50592, 0.76241, -0.35478)  -0.56
O (1.82524, 0.81651, -0.12684)  0.04
H (0.33883, 0.69361, -1.48309)  0.17
O (0.97305, 1.88221, 0.24484)  0.06
H (-0.36347, -1.18981, 0.00883)  0.02
C (-0.37554, -0.24084, 0.35945)  -0.49
Br (-2.19204, 0.36415, -0.02015)  0.65
H (-0.30296, -0.21469, 1.51134)  0.11


# C2H7NO3

A 2-piece molecular cluster, C2H7NO3 overall at a distorted geometry (the ωB97M-V functional and the def2-TZVPD basis, OMol25).

For the total energy, the calculation gives -360.86216 Ha. The SMILES is O=CO.NCO. For the relative energy (zero: lowest compared OMol25 entry of this formula, charge and spin), the calculation gives 135.2 kJ/mol. The charge is 0. The HOMO energy comes out at -9.700 eV.

Each line ends with the Löwdin charge.
Cartesian coordinates (Å):
H (1.06895, -1.03154, -0.06837)  0.07
H (2.07045, 1.48553, -0.98957)  0.08
H (-0.36155, 0.75590, 0.58829)  0.11
H (0.79875, 0.70669, -1.62658)  0.06
O (1.46983, -0.39535, 0.54772)  -0.07
H (-1.81081, -1.17743, -1.22340)  0.14
N (1.06238, 1.37065, -0.90556)  0.02
C (0.77937, 0.82116, 0.38641)  -0.38
H (1.11304, 1.50349, 1.17498)  0.12
O (-2.40418, -0.07896, 0.63735)  0.03
C (-1.56780, -0.99022, 0.59577)  -0.38
O (-1.17229, -1.53326, -0.57037)  0.06
H (-1.04613, -1.43665, 1.45334)  0.15


# H35O18

A 18-piece molecular cluster, H35O18 overall at a distorted geometry (the ωB97M-V functional and the def2-TZVPD basis, OMol25).

For the total energy, the calculation gives -1375.14852 Ha. For the relative energy (zero: lowest compared OMol25 entry of this formula, charge and spin), the calculation gives 598.1 kJ/mol. The charge is -1. The HOMO energy comes out at -6.728 eV.

Each line ends with the Löwdin charge.
Cartesian coordinates (Å):
H (0.70295, 4.25643, 3.49280)  0.00
H (-4.37310, 0.29087, 1.00171)  0.00
O (2.17128, -0.06744, -0.35284)  -0.17
O (-5.25710, -0.05973, 1.11495)  -0.08
H (0.81720, -4.23597, 1.04021)  0.00
O (-1.28940, 4.11729, 2.76918)  -0.02
H (2.66884, -1.55868, -3.91217)  -0.07
H (-1.47747, -1.61826, -4.83699)  0.03
H (0.02757, 1.58117, 3.83825)  -0.01
O (3.15318, -3.02473, 1.92355)  -0.02
H (-0.63106, -2.59882, -2.26987)  0.10
H (5.22281, 1.22481, -1.29107)  0.08
H (-1.89144, 4.11413, 2.11184)  -0.03
H (3.86444, 0.39833, -1.48837)  0.02
H (1.33107, 2.29287, -0.12147)  0.08
H (1.15004, 3.13666, 1.25235)  0.01
H (-1.33230, 1.63987, 0.55402)  0.00
H (-2.45408, -2.74746, -4.99737)  0.01
H (-1.54355, -0.15558, 2.91882)  0.03
O (-0.72176, -0.97141, 0.19105)  -0.19
H (3.24853, -1.88490, -2.69226)  0.04
O (2.89768, -2.28292, -3.49783)  0.00
H (-1.24809, 3.22689, 3.14004)  -0.01
H (-2.36088, 2.60633, -0.32154)  -0.04
H (-5.06154, -0.95809, 1.47859)  0.05
H (-1.27773, -0.08519, 0.09959)  0.05
H (1.84005, -0.78167, 0.29723)  0.07
H (0.15246, -0.89523, -3.33831)  0.01
H (3.36754, -2.63737, 1.08852)  0.02
O (-2.20025, 2.02810, -3.10880)  -0.09
H (2.73113, -3.81436, 1.66816)  -0.03
H (1.27482, 0.43279, -0.07532)  0.00
H (-0.24438, -0.42723, -0.64965)  0.09
H (-0.40865, 1.62417, 2.24948)  0.08
O (0.64075, -1.35061, -2.68228)  -0.10
O (1.42804, 3.28543, 0.29504)  -0.18
H (1.26441, -0.46074, -2.61496)  0.15
H (0.47373, -5.57361, 1.94119)  0.15
O (-0.68107, 1.65193, 3.29458)  -0.08
H (-2.15809, -1.31299, 3.89688)  -0.05
O (0.17899, 1.12049, 0.79212)  -0.40
O (-2.03682, -2.06818, -5.52383)  -0.08
O (1.45068, 3.99101, 4.05405)  -0.07
O (-1.92992, -1.05568, 3.08416)  -0.03
O (-2.20485, 1.86837, 0.13653)  -0.02
O (-1.57694, -3.12477, -2.50403)  -0.15
H (-1.85650, -3.65393, -1.74693)  0.02
H (-1.71477, 1.80425, -2.12376)  0.15
O (4.55199, 0.94767, -2.02617)  -0.16
H (0.80318, 0.60480, 1.26320)  -0.01
H (2.02005, 3.48866, 3.44686)  0.03
O (0.97021, -5.17472, 1.04695)  -0.12
H (-2.47191, 2.84693, -3.30605)  -0.07


# C28H28CuN4O4PS2

C28H28CuN4O4PS2 as an isolated structure at a distorted geometry (the ωB97M-V functional and the def2-TZVPD basis, OMol25).

For the total energy, the calculation gives -4382.02542 Ha. The charge is 0. The HOMO energy comes out at -7.186 eV.

Each line ends with the Löwdin charge.
Cartesian coordinates (Å):
C (-3.10315, 4.87819, -3.12185)  -0.50
H (0.80019, 3.65151, 2.91612)  0.05
C (-1.00232, 4.33557, -1.71129)  -0.01
H (-0.63212, 5.38548, -1.76000)  0.12
C (-0.96060, -2.03061, -0.67434)  -0.30
O (-3.91850, 4.42872, -3.94503)  0.05
O (-2.95516, -1.26515, 2.47642)  -0.34
H (2.09354, -3.30645, -2.25902)  0.13
H (1.70868, 0.75628, -5.14197)  0.10
H (3.60854, -1.45972, -0.73517)  0.11
H (-0.82367, 1.67740, 5.67538)  0.13
C (2.49006, -2.37417, -4.14428)  -0.09
C (3.50717, -3.74896, 1.79960)  -0.10
C (1.41244, -1.19909, -2.30781)  -0.33
H (-2.08607, -4.76946, -2.31686)  0.12
C (0.31088, 3.44066, 3.88937)  -0.03
H (2.88192, -3.32234, -4.49157)  0.10
N (0.58473, 2.03945, 4.18081)  -0.18
H (0.70608, 4.03676, 4.74109)  0.10
N (-3.00113, 6.16274, -2.77619)  0.16
S (1.84699, 1.50778, 1.83932)  0.68
H (-4.09936, -2.45910, 0.67964)  0.11
H (1.66419, -4.46280, 2.75834)  0.10
S (-2.37964, -0.55871, 1.32438)  0.51
H (1.10853, -0.51194, 6.01428)  0.13
O (-3.12788, 0.46389, 0.59572)  -0.33
H (0.62313, 3.69593, -0.42729)  0.12
C (-3.27007, -3.70116, -0.88312)  -0.08
H (-4.15165, -4.35963, -0.98386)  0.12
C (2.11690, -3.76033, 2.06315)  -0.08
C (3.17576, -2.10620, 0.02216)  -0.08
H (1.10234, 0.91995, -2.73683)  0.08
C (-2.38621, 2.55856, -2.46799)  0.04
C (-2.16362, -3.89692, -1.64843)  -0.08
C (2.36232, -1.27367, -4.98418)  -0.08
C (1.78095, -2.17683, 0.23494)  -0.36
H (2.62325, -1.39801, -6.03911)  0.11
C (-3.27784, -2.65791, 0.01331)  -0.05
H (1.83287, -0.81213, 3.55941)  0.15
H (4.22227, -4.32810, 2.37718)  0.10
C (1.28336, -2.95662, 1.29901)  -0.09
H (-0.55036, -0.56500, 5.08174)  0.14
C (1.13052, 1.13027, 3.33766)  -0.73
H (-1.82963, 0.60048, -1.64040)  0.11
N (1.15226, -0.11054, 3.89839)  0.02
H (-0.76774, 3.55321, 3.77796)  0.09
O (-1.00766, -0.01252, 1.72715)  -0.45
C (4.00524, -2.95886, 0.78722)  -0.09
C (-0.26114, 3.40841, -1.01814)  -0.11
H (5.09674, -2.93655, 0.55628)  0.11
C (0.49027, -0.07395, 5.17134)  -0.13
C (0.24409, 1.47651, 5.43887)  -0.13
H (-0.20439, -3.22574, -2.19384)  0.07
Cu (0.13966, 0.94305, 0.30521)  -0.04
C (2.01061, -2.36219, -2.84654)  -0.12
C (-2.17370, 3.94818, -2.40069)  -0.11
C (1.35153, -0.04290, -3.13991)  -0.07
C (1.80917, -0.09339, -4.46958)  -0.07
H (0.89651, 1.87672, 6.22599)  0.12
C (-1.04151, -3.08511, -1.56408)  -0.08
H (-2.68958, 6.48724, -1.85983)  0.12
C (-1.65525, 1.67357, -1.69270)  -0.09
H (0.21016, -2.83391, 1.57098)  0.12
H (-3.18025, 2.17499, -3.12699)  0.13
P (0.63210, -1.14347, -0.65556)  1.06
N (-0.62940, 2.12776, -0.96448)  -0.04
C (-2.13293, -1.82807, 0.10410)  -0.24
H (-3.55343, 6.82898, -3.31359)  0.12